[1]
Computed, not measured: 9 unconnected molecules or ions with the total composition C34H56N2O21 in a non-equilibrium geometry, with the ωB97M-V functional and the def2-TZVPD basis.

## Properties
**DFT total energy**: -3018.458241 Ha
**Highest occupied orbital energy**: -9.92 eV
**LUMO**: -0.2 eV
**SMILES**: C[C@H]1COC(=O)O1.C[C@H]1COC(=O)O1.C[C@H]1COC(=O)O1.C[C@H]1COC(=O)O1.C[C@H]1COC(=O)O1.COC(=O)OC.COC(=O)OC.CCCC#N.CCCC#N
**Kohn-Sham gap**: 9.745 eV
**ΔE to the lowest compared entry with this formula, charge and spin**: 446.3 kJ/mol
**F_max**: 10.76 eV/Å

```
! wB97M-V def2-TZVPD RIJCOSX def2/J DEFGRID3
* xyz 0 1
C 1.34 3.39 1.62
C 0.95 2.36 2.57
C 0.87 1.00 2.05
O 1.45 0.24 3.12
C 2.06 1.00 3.95
O 2.79 0.59 4.86
O 1.98 2.29 3.60
H 1.43 4.35 2.08
H 0.57 3.51 0.82
H 2.30 3.00 1.30
H 0.00 2.61 3.07
H 1.45 0.74 1.10
H -0.17 0.61 1.85
C 3.32 1.54 -1.48
C 2.32 2.05 -2.46
C 1.87 3.51 -2.03
O 2.68 4.23 -2.96
C 3.10 3.50 -3.93
O 3.68 3.96 -4.94
O 2.86 2.25 -3.81
H 2.90 1.35 -0.48
H 4.20 2.13 -1.36
H 3.66 0.59 -2.00
H 1.48 1.36 -2.48
H 2.04 3.75 -1.03
H 0.81 3.69 -2.04
C -1.05 0.61 -2.01
C -1.89 1.76 -1.41
C -3.38 1.40 -1.22
O -3.61 2.07 0.02
C -2.54 2.20 0.66
O -2.61 2.18 1.86
O -1.46 2.03 -0.12
H -1.60 -0.29 -2.33
H -0.24 0.43 -1.25
H -0.69 0.92 -3.01
H -1.79 2.72 -1.96
H -3.54 0.40 -1.09
H -3.95 1.87 -2.12
C -1.81 -1.29 1.26
C -0.72 -2.36 1.04
C -0.81 -3.03 -0.36
O 0.10 -2.20 -1.11
C 1.06 -1.71 -0.35
O 2.20 -1.32 -0.71
O 0.57 -1.78 0.93
H -2.77 -1.60 1.21
H -1.82 -0.46 0.55
H -1.83 -0.78 2.21
H -0.73 -3.09 1.84
H -1.82 -3.04 -0.71
H -0.37 -4.05 -0.36
C -5.57 0.49 2.27
C -6.62 1.65 2.02
C -6.13 3.11 2.50
O -6.18 3.89 1.33
C -6.53 3.13 0.25
O -6.50 3.54 -0.87
O -6.84 1.84 0.58
H -5.44 0.49 3.33
H -4.64 0.57 1.70
H -5.88 -0.60 2.05
H -7.54 1.24 2.41
H -5.06 2.96 2.96
H -6.69 3.52 3.34
C -1.73 1.45 5.18
O -2.33 2.73 5.44
C -3.68 2.84 5.47
O -4.58 1.73 5.29
O -4.10 4.13 5.42
C -5.42 4.38 5.79
H -1.52 1.43 4.05
H -2.38 0.56 5.40
H -0.95 0.98 5.78
H -5.34 4.47 6.84
H -6.11 3.54 5.65
H -5.83 5.24 5.23
C 5.51 -1.74 -7.62
O 4.90 -2.37 -6.50
C 3.85 -1.74 -5.90
O 3.54 -0.44 -6.20
O 3.22 -2.28 -4.95
C 2.41 -1.53 -4.12
H 4.89 -1.35 -8.46
H 6.21 -2.40 -8.11
H 6.20 -0.97 -7.25
H 1.39 -1.53 -4.58
H 2.69 -0.55 -3.92
H 2.23 -1.98 -3.17
C 1.65 -4.91 -2.31
C 0.96 -4.46 -3.67
C 0.39 -5.49 -4.47
C 1.16 -6.71 -4.70
N 1.72 -7.72 -4.73
H 1.12 -5.68 -1.69
H 2.04 -3.96 -1.74
H 2.64 -5.29 -2.63
H 1.80 -4.00 -4.14
H 0.22 -3.72 -3.48
H 0.20 -5.07 -5.50
H -0.48 -5.87 -4.05
C 3.83 -2.47 4.05
C 4.13 -1.56 2.81
C 4.50 -2.37 1.60
C 3.55 -3.35 1.27
N 2.85 -4.21 1.01
H 3.05 -2.06 4.64
H 4.75 -2.65 4.61
H 3.52 -3.46 3.81
H 4.83 -0.87 3.27
H 3.22 -1.13 2.56
H 5.48 -2.89 1.78
H 4.60 -1.65 0.68
*
```

[2]
Computed, not measured: a molecular structure, C34H56N2O4P3Ru in a non-equilibrium geometry, with the ωB97M-V functional and the def2-TZVPD basis.

## Properties
**DFT total energy**: -2857.504957 Ha
**Highest occupied orbital energy (alpha / beta)**: -13.93 / -17.25 eV
**LUMO (alpha / beta)**: -9.1 / -11.8 eV
**Kohn-Sham gap (alpha / beta)**: 4.787 / 5.459 eV
**⟨S²⟩**: 6.07
**F_max**: 6.22 eV/Å

```
! wB97M-V def2-TZVPD RIJCOSX def2/J DEFGRID3
* xyz 3 5
C -1.06 2.39 -0.87
C -2.26 0.83 0.44
C -2.16 3.24 -0.88
C -3.44 1.56 0.22
C -3.36 2.82 -0.32
H -2.06 4.21 -1.32
H -4.32 1.13 0.70
H -4.25 3.43 -0.34
N -1.09 1.24 -0.16
P 1.03 1.15 -2.18
P -0.69 -0.82 1.97
C 0.17 2.70 -1.72
H -0.11 3.30 -2.61
H 0.86 3.35 -1.15
C 2.27 -0.95 -0.30
O 3.24 -1.57 -0.53
C -2.33 -0.18 1.50
H -3.06 -0.96 1.22
C -0.53 -2.74 2.24
C -1.26 -0.07 3.63
C 0.06 0.51 -3.69
C 2.69 1.83 -2.84
C 0.49 -3.37 1.27
H 1.48 -2.90 1.39
H 0.58 -4.44 1.54
H 0.17 -3.29 0.23
C 0.00 -3.06 3.64
H 0.94 -2.53 3.83
H -0.71 -2.84 4.44
H 0.21 -4.14 3.68
C -1.90 -3.39 1.99
H -1.79 -4.47 2.21
H -2.69 -2.99 2.64
H -2.20 -3.28 0.94
C -0.20 -0.16 4.70
H 0.81 -0.09 4.29
H -0.34 0.66 5.41
H -0.27 -1.08 5.28
C -1.60 1.42 3.41
H -0.75 1.95 2.97
H -2.47 1.56 2.76
H -1.86 1.87 4.37
C -2.55 -0.77 4.10
H -3.36 -0.68 3.37
H -2.41 -1.83 4.31
H -2.88 -0.29 5.02
C 3.44 0.68 -3.54
H 4.46 1.03 -3.78
H 3.54 -0.20 -2.89
H 2.97 0.38 -4.48
C 3.54 2.29 -1.65
H 3.05 3.08 -1.07
H 3.78 1.46 -0.97
H 4.49 2.70 -2.02
C 2.55 3.03 -3.78
H 3.55 3.48 -3.91
H 2.20 2.76 -4.78
H 1.89 3.80 -3.37
C -1.45 0.58 -3.42
H -1.98 0.10 -4.26
H -1.73 0.04 -2.52
H -1.81 1.61 -3.34
C 0.47 -0.95 -3.94
H 0.19 -1.59 -3.11
H -0.08 -1.34 -4.82
H 1.55 -1.08 -4.09
C 0.30 1.29 -4.99
H 0.06 2.36 -4.89
H 1.31 1.17 -5.39
H -0.38 0.89 -5.76
Ru 0.76 0.01 0.01
N -0.26 -1.38 -1.05
C -1.31 -1.86 -1.36
C -2.57 -2.47 -1.54
C -2.38 -3.56 -2.40
C -3.92 -2.09 -1.16
C -3.44 -4.19 -3.01
H -1.34 -3.81 -2.62
C -4.98 -2.80 -1.75
H -4.22 -1.28 -0.47
C -4.75 -3.83 -2.68
H -3.13 -4.96 -3.72
H -6.04 -2.58 -1.55
H -5.54 -4.39 -3.18
C 4.85 1.10 1.45
O 3.50 1.56 1.22
P 2.08 0.91 1.66
O 2.50 -0.20 2.81
C 3.37 0.03 3.96
O 1.35 2.14 2.46
C 1.95 3.41 2.82
H 5.49 1.64 0.75
H 4.96 0.02 1.27
H 5.15 1.35 2.48
H 4.39 -0.28 3.72
H 3.35 1.09 4.29
H 2.99 -0.60 4.77
H 2.58 3.28 3.71
H 2.53 3.84 2.00
H 1.12 4.08 3.06
*
```

[3]
Computed, not measured: a molecular structure, C34H57CrN3O2SeSi in a non-equilibrium geometry, with the ωB97M-V functional and the def2-TZVPD basis.

## Properties
**DFT total energy**: -5379.652926 Ha
**Highest occupied orbital energy (alpha / beta)**: -10.30 / -10.75 eV
**LUMO (alpha / beta)**: -3.0 / -2.6 eV
**Kohn-Sham gap (alpha / beta)**: 7.304 / 8.149 eV
**ΔE to the lowest compared entry with this formula, charge and spin**: 0.0 kJ/mol
**⟨S²⟩**: 3.81
**F_max**: 3.32 eV/Å

```
! wB97M-V def2-TZVPD RIJCOSX def2/J DEFGRID3
* xyz 1 4
O 0.95 0.40 -2.47
O 4.07 0.86 -1.30
C 1.29 -0.78 -3.40
C 0.27 -0.90 -4.49
H 1.35 -1.65 -2.75
H 2.30 -0.54 -3.75
H -0.74 -1.09 -4.10
H 0.52 -1.74 -5.13
H 0.25 0.01 -5.10
C 1.17 1.79 -2.98
C 2.33 1.78 -3.93
H 1.37 2.37 -2.08
H 0.23 2.10 -3.45
H 3.23 1.42 -3.42
H 2.53 2.81 -4.26
H 2.13 1.17 -4.81
C 4.17 1.98 -0.42
C 4.99 -0.22 -1.14
C 4.58 3.22 -1.19
H 4.87 1.77 0.41
H 3.16 2.12 0.00
H 5.59 3.10 -1.60
H 4.60 4.08 -0.52
H 3.88 3.43 -2.01
C 6.32 0.07 -1.81
H 4.50 -1.09 -1.61
H 5.13 -0.44 -0.06
H 6.18 0.37 -2.86
H 6.94 -0.82 -1.79
H 6.85 0.87 -1.28
H 0.37 0.20 -1.63
N -2.43 -1.35 0.50
C -2.96 -1.84 1.63
C -2.54 -1.39 2.89
C -1.91 -0.18 3.17
C -4.02 -2.89 1.54
H -3.70 -3.75 0.93
H -4.96 -2.51 1.12
H -4.23 -3.26 2.55
C -1.75 0.25 4.59
H -2.48 1.03 4.86
H -0.75 0.64 4.80
H -1.93 -0.61 5.25
N -1.51 0.65 2.18
C -2.99 -1.72 -0.78
C -2.35 -2.70 -1.56
C -1.12 -3.42 -1.10
C -2.88 -3.02 -2.81
H -2.37 -3.77 -3.42
C -4.05 -2.41 -3.26
H -4.47 -2.67 -4.24
C -4.70 -1.46 -2.47
H -5.62 -0.98 -2.80
C -4.18 -1.11 -1.22
C -4.91 -0.08 -0.41
C -1.45 2.06 2.45
C -0.21 2.71 2.50
C 1.06 1.95 2.31
C -0.17 4.07 2.83
H 0.81 4.56 2.90
C -1.34 4.76 3.10
H -1.30 5.82 3.37
C -2.57 4.12 3.03
H -3.51 4.64 3.24
C -2.65 2.77 2.70
C -3.99 2.10 2.64
Cr -0.95 -0.09 0.47
H -0.23 -3.03 -1.60
H -1.18 -4.49 -1.34
H -0.96 -3.33 -0.02
H -4.75 -0.21 0.67
H -5.99 -0.13 -0.59
H -4.59 0.94 -0.69
H 1.89 2.65 2.10
H 1.01 1.24 1.46
H 1.34 1.38 3.20
H -4.14 1.57 1.68
H -4.78 2.86 2.71
H -4.15 1.38 3.46
H -2.88 -1.97 3.75
C 0.98 -0.77 0.00
Si 1.80 -1.91 1.24
H 0.93 -1.36 -0.92
H 1.67 0.07 -0.19
C 2.73 -3.24 0.28
C 0.64 -2.79 2.41
C 3.06 -0.98 2.28
H 3.58 -0.20 1.71
H 3.80 -1.70 2.64
H 2.58 -0.51 3.15
H 2.09 -3.71 -0.48
H 3.05 -4.02 0.99
H 3.62 -2.83 -0.22
H -0.24 -3.23 1.92
H 0.29 -2.13 3.21
H 1.20 -3.62 2.88
Se -3.06 3.22 -2.18
C -2.09 2.05 -1.35
N -1.48 1.22 -0.73
*
```

[4]
Computed, not measured: a molecular structure, C34H57F3HgN2O2Si in a non-equilibrium geometry, with the ωB97M-V functional and the def2-TZVPD basis.

## Properties
**DFT total energy**: -2332.079296 Ha
**Highest occupied orbital energy**: -5.72 eV
**LUMO**: 0.0 eV
**Kohn-Sham gap**: 5.755 eV
**ΔE to the lowest compared entry with this formula, charge and spin**: 78.7 kJ/mol
**F_max**: 2.63 eV/Å

```
! wB97M-V def2-TZVPD RIJCOSX def2/J DEFGRID3
* xyz 0 1
O 0.43 -2.67 -1.65
O -1.04 -1.91 -3.38
C 1.75 -2.65 -2.32
C 2.76 -3.30 -1.40
H 1.95 -1.57 -2.49
H 1.60 -3.21 -3.25
H 2.87 -2.75 -0.46
H 3.70 -3.26 -1.94
H 2.51 -4.35 -1.21
C -0.25 -4.00 -1.53
C -0.20 -4.83 -2.79
H -1.28 -3.74 -1.22
H 0.28 -4.44 -0.68
H -0.61 -4.34 -3.68
H -0.83 -5.70 -2.57
H 0.81 -5.21 -2.96
C -2.52 -1.79 -3.04
C -0.44 -1.28 -4.63
C -3.22 -3.02 -3.56
H -2.84 -0.84 -3.50
H -2.51 -1.73 -1.95
H -3.12 -3.12 -4.65
H -4.28 -2.88 -3.31
H -2.86 -3.92 -3.05
C -0.90 -2.07 -5.82
H 0.64 -1.37 -4.44
H -0.76 -0.22 -4.61
H -0.71 -3.15 -5.71
H -0.31 -1.71 -6.67
H -1.96 -1.89 -6.02
H -0.36 -2.03 -2.47
N 1.67 1.19 2.24
C 1.48 2.45 2.52
C 0.31 3.22 2.24
C -1.00 2.89 1.88
C 2.68 3.12 3.11
H 3.45 3.24 2.33
H 3.06 2.52 3.95
H 2.33 4.08 3.45
C -2.03 3.96 1.67
H -2.83 3.84 2.43
H -2.47 3.87 0.67
H -1.54 4.93 1.79
N -1.49 1.66 1.73
C 2.82 0.39 2.46
C 3.82 0.31 1.46
C 3.75 1.03 0.14
C 4.98 -0.38 1.76
H 5.77 -0.40 1.02
C 5.12 -1.00 3.00
H 6.03 -1.54 3.23
C 4.12 -0.94 3.97
H 4.22 -1.38 4.95
C 2.95 -0.23 3.72
C 1.90 -0.10 4.79
C -2.74 1.18 2.16
C -3.77 0.93 1.22
C -3.63 1.28 -0.24
C -4.99 0.48 1.71
H -5.81 0.36 1.00
C -5.15 0.21 3.06
H -6.10 -0.15 3.43
C -4.10 0.39 3.96
H -4.21 0.20 5.03
C -2.87 0.86 3.52
C -1.74 1.11 4.47
Hg -0.08 0.11 1.36
H 3.75 0.30 -0.69
H 4.66 1.63 0.01
H 2.88 1.69 0.03
H 1.38 0.87 4.78
H 2.41 -0.20 5.75
H 1.16 -0.91 4.74
H -4.26 0.60 -0.83
H -2.60 1.21 -0.61
H -4.01 2.30 -0.45
H -0.78 0.68 4.13
H -1.98 0.65 5.44
H -1.58 2.18 4.66
H 0.48 4.29 2.39
C 0.31 0.70 -0.85
Si 0.43 2.35 -1.77
H 1.24 0.15 -0.70
H -0.58 0.07 -1.00
C 1.71 2.13 -3.12
C 1.02 3.82 -0.76
C -1.27 2.81 -2.44
H -1.77 1.94 -2.89
H -1.11 3.57 -3.22
H -1.91 3.25 -1.66
H 2.61 1.64 -2.71
H 1.97 3.14 -3.47
H 1.30 1.52 -3.93
H 1.85 3.58 -0.09
H 0.21 4.26 -0.16
H 1.37 4.57 -1.49
F -0.43 -2.27 2.92
C -0.23 -1.99 1.58
F -1.30 -2.55 0.95
F 0.86 -2.74 1.26
*
```